Model P:
# C4H5ClOS

A single C4H5ClOS molecule (ωB97M-V with the def2-TZVPD basis set, the OMol25 dataset).

Results
- molecular weight (u) = 136.60
- multiplicity = 1
- HOMO level (eV) = -8.98

CARTESIAN COORDINATES (ANGSTROEM)
S  -1.09611  2.86058  0.01628
C  -0.58547  1.31269  0.07528
O  -1.03712  0.41428  0.96399
C  -0.59092  -0.87017  0.77298
C  0.73892  -0.70696  0.04072
C  0.54556  0.59161  -0.73584
Cl  -0.05782  0.21507  -2.35724
H  -1.28278  -1.42975  0.11943
H  -0.59329  -1.42558  1.75712
H  0.98137  -1.45286  -0.64656
H  1.48607  -0.63808  0.82858
H  1.49157  1.12917  -0.83475

Partial atomic charges computed with the natural (NBO) method, in multiples of e: atom 1 (S): 0.00, atom 2 (C): 0.21, atom 3 (O): -0.47, atom 4 (C): -0.07, atom 5 (C): -0.45, atom 6 (C): -0.29, atom 7 (Cl): -0.02, atom 8 (H): 0.18, atom 9 (H): 0.21, atom 10 (H): 0.24, atom 11 (H): 0.22, atom 12 (H): 0.25

=====

Model Q:
# C4H5ClOS

A single C4H5ClOS molecule (ωB97M-V with the def2-TZVPD basis set, the OMol25 dataset).

Results
- molecular weight (u) = 136.60
- multiplicity = 1
- HOMO level (eV) = -8.56

CARTESIAN COORDINATES (ANGSTROEM)
C  -3.48258  -0.62597  0.00265
O  -2.26223  0.11307  0.00027
C  -1.15024  -0.62359  0.00088
C  0.08853  -0.07651  0.00133
Cl  0.28719  1.63488  -0.00001
C  1.23841  -0.95063  -0.00271
S  2.79919  -0.55623  0.00062
H  -4.29944  0.11290  -0.00118
H  -3.57822  -1.23049  -0.90702
H  -3.54483  -1.27250  0.90994
H  -1.24316  -1.72698  -0.02652
H  0.92948  -2.02046  0.00000

Partial atomic charges computed with the natural (NBO) method, in multiples of e: atom 1 (C): -0.26, atom 2 (O): -0.47, atom 3 (C): 0.21, atom 4 (C): -0.22, atom 5 (Cl): 0.04, atom 6 (C): -0.31, atom 7 (S): 0.04, atom 8 (H): 0.21, atom 9 (H): 0.19, atom 10 (H): 0.19, atom 11 (H): 0.19, atom 12 (H): 0.20

=====

Most stable: model P (next structure +0.0333 hartree)

=====

Model P:
# C10H15NO

2 unconnected molecules or ions with the total composition C10H15NO (ωB97M-V with the def2-TZVPD basis set, the OMol25 dataset).

Results
- molecular weight (u) = 165.24
- multiplicity = 1
- HOMO level (eV) = -8.72

CARTESIAN COORDINATES (ANGSTROEM)
C  4.08389  1.15692  0.01050
C  2.73279  0.64407  -0.35542
C  2.06406  0.05392  0.73778
C  0.78286  -0.59501  0.44227
C  0.42190  -0.85735  -0.87041
C  0.97694  -0.06031  -1.88970
C  2.20924  0.44633  -1.69231
H  4.23932  2.06953  0.52292
H  4.78743  1.42334  -0.81211
H  4.62377  0.52222  0.65618
H  2.43426  0.20511  1.81199
H  0.22652  -0.90461  1.41439
H  -0.45689  -1.39032  -1.10357
H  0.43204  0.09588  -2.81363
H  2.86287  0.91302  -2.51193
C  -1.49905  0.53553  1.43408
C  -2.55033  0.31449  0.24069
C  -2.93261  -1.13493  0.29604
N  -4.29260  -1.46581  -0.10476
O  -2.28692  -2.08390  0.73143
H  -0.53421  0.93745  0.97213
H  -1.45951  -0.44897  1.83125
H  -1.92359  1.24934  2.21358
H  -3.47100  0.97785  0.45749
H  -2.12006  0.61815  -0.77655
H  -4.47248  -2.49399  -0.35647
H  -4.87862  -0.72795  -0.48585

Partial atomic charges computed with the natural (NBO) method, in multiples of e: atom 1 (C): -0.65, atom 2 (C): -0.03, atom 3 (C): -0.22, atom 4 (C): -0.21, atom 5 (C): -0.24, atom 6 (C): -0.21, atom 7 (C): -0.22, atom 8 (H): 0.23, atom 9 (H): 0.21, atom 10 (H): 0.22, atom 11 (H): 0.22, atom 12 (H): 0.24, atom 13 (H): 0.22, atom 14 (H): 0.21, atom 15 (H): 0.21, atom 16 (C): -0.61, atom 17 (C): -0.53, atom 18 (C): 0.68, atom 19 (N): -0.87, atom 20 (O): -0.61, atom 21 (H): 0.24, atom 22 (H): 0.23, atom 23 (H): 0.21, atom 24 (H): 0.23, atom 25 (H): 0.25, atom 26 (H): 0.41, atom 27 (H): 0.39

=====

Model Q:
# C10H15NO

2 unconnected molecules or ions with the total composition C10H15NO (ωB97M-V with the def2-TZVPD basis set, the OMol25 dataset).

Results
- molecular weight (u) = 165.24
- multiplicity = 1
- HOMO level (eV) = -8.79

CARTESIAN COORDINATES (ANGSTROEM)
C  -1.05067  -2.82326  1.86771
C  -0.67717  -2.48990  0.43059
C  0.35221  -1.59539  0.20916
C  0.63581  -1.27949  -1.11730
C  -0.23367  -1.62622  -2.13350
C  -1.06015  -2.73578  -1.90535
C  -1.34644  -3.13822  -0.60225
H  -1.71160  -3.69306  1.87726
H  -1.56353  -1.96120  2.29406
H  -0.27368  -3.16615  2.54648
H  0.96969  -1.19619  0.99730
H  1.40566  -0.58939  -1.39174
H  -0.24154  -1.18642  -3.11614
H  -1.47955  -3.22349  -2.77418
H  -2.11016  -3.88706  -0.47092
C  -0.83536  3.58864  0.52384
C  0.58491  3.06395  0.85908
C  1.26703  2.51367  -0.38246
N  2.55197  2.09340  -0.07349
O  0.83148  2.29776  -1.48674
H  -0.66672  4.39881  -0.17121
H  -1.46411  3.68581  1.39235
H  -1.30401  2.82421  -0.09530
H  1.04883  3.93435  1.31018
H  0.50384  2.21454  1.53319
H  2.87866  1.63987  -0.89825
H  2.98827  2.33621  0.77764

Partial atomic charges computed with the natural (NBO) method, in multiples of e: atom 1 (C): -0.63, atom 2 (C): 0.00, atom 3 (C): -0.24, atom 4 (C): -0.19, atom 5 (C): -0.22, atom 6 (C): -0.19, atom 7 (C): -0.24, atom 8 (H): 0.21, atom 9 (H): 0.22, atom 10 (H): 0.22, atom 11 (H): 0.21, atom 12 (H): 0.21, atom 13 (H): 0.22, atom 14 (H): 0.21, atom 15 (H): 0.22, atom 16 (C): -0.61, atom 17 (C): -0.52, atom 18 (C): 0.69, atom 19 (N): -0.86, atom 20 (O): -0.61, atom 21 (H): 0.22, atom 22 (H): 0.21, atom 23 (H): 0.22, atom 24 (H): 0.22, atom 25 (H): 0.23, atom 26 (H): 0.41, atom 27 (H): 0.40

=====

Most stable: model Q (next structure +0.0632 hartree)

=====

Model P:
# C3H3Br

A single C3H3Br molecule (ωB97M-V with the def2-TZVPD basis set, the OMol25 dataset).

Results
- molecular weight (u) = 118.96
- multiplicity = 1
- HOMO level (spin up / spin down) (eV) = -8.97 / -8.97

CARTESIAN COORDINATES (ANGSTROEM)
C  0.00955  0.25367  -0.64781
C  -0.61320  1.54102  -0.10428
C  0.27701  -0.99486  -0.01248
Br  -0.32293  1.69156  1.72088
H  0.17950  0.40632  -1.71608
H  0.29262  -2.00267  -0.34708
H  0.17745  -0.89503  1.10685

Partial atomic charges computed with the natural (NBO) method, in multiples of e: atom 1 (C): -0.39, atom 2 (C): -0.05, atom 3 (C): -0.26, atom 4 (Br): 0.08, atom 5 (H): 0.21, atom 6 (H): 0.22, atom 7 (H): 0.19

=====

Model Q:
# C3H3Br

2 unconnected molecules or ions with the total composition C3H3Br (ωB97M-V with the def2-TZVPD basis set, the OMol25 dataset).

Results
- molecular weight (u) = 118.96
- multiplicity = 1
- HOMO level (spin up / spin down) (eV) = -8.83 / -8.82

CARTESIAN COORDINATES (ANGSTROEM)
C  -0.02277  0.82500  -0.18541
C  0.45789  -0.31167  -0.11915
C  -0.92671  -0.60147  0.22938
Br  3.53990  0.09124  -0.00312
H  -0.19773  1.85396  -0.61199
H  -1.26817  -0.95256  1.18993
H  -1.58241  -0.90449  -0.49963

Partial atomic charges computed with the natural (NBO) method, in multiples of e: atom 1 (C): -0.17, atom 2 (C): 0.19, atom 3 (C): -0.26, atom 4 (Br): -0.45, atom 5 (H): 0.29, atom 6 (H): 0.21, atom 7 (H): 0.19

=====

Model R:
# C3H3Br

2 unconnected molecules or ions with the total composition C3H3Br (ωB97M-V with the def2-TZVPD basis set, the OMol25 dataset).

Results
- molecular weight (u) = 118.96
- multiplicity = 1
- HOMO level (spin up / spin down) (eV) = -7.88 / -7.89

CARTESIAN COORDINATES (ANGSTROEM)
C  0.02570  0.73849  -0.58592
C  1.74711  -1.02896  -0.21844
C  -1.01058  0.11749  0.18436
Br  3.09384  0.06448  0.13818
H  -0.88303  -0.96523  0.34012
H  -1.64032  0.36861  -0.79796
H  -1.33272  0.70513  0.93967

Partial atomic charges computed with the natural (NBO) method, in multiples of e: atom 1 (C): 0.12, atom 2 (C): -0.20, atom 3 (C): -0.84, atom 4 (Br): 0.15, atom 5 (H): 0.24, atom 6 (H): 0.29, atom 7 (H): 0.24

=====

Most stable: model P (next structure +0.0810 hartree)

=====

Model P:
# C3H10NPS2

A single C3H10NPS2 molecule (ωB97M-V with the def2-TZVPD basis set, the OMol25 dataset).

Results
- molecular weight (u) = 155.23
- multiplicity = 1
- HOMO level (eV) = -8.71

CARTESIAN COORDINATES (ANGSTROEM)
C  0.15010  -1.22783  2.21704
C  0.66847  -1.16725  0.78646
P  -0.31690  0.29655  0.03748
N  -1.88804  -0.54844  -0.07540
S  -0.39625  2.08982  0.86534
S  0.59455  0.18149  -1.79894
C  0.77984  1.84515  -2.46854
H  0.49134  -0.16875  2.69469
H  -0.86170  -1.61580  2.33100
H  0.80218  -1.97790  2.72241
H  0.34966  -1.87627  -0.00162
H  1.67930  -0.86070  0.72475
H  -2.07319  -1.52432  0.01821
H  -2.60452  0.16484  -0.10035
H  0.26400  2.60352  -2.02654
H  0.47220  1.70242  -3.51365
H  1.88897  2.08346  -2.41234

Partial atomic charges computed with the natural (NBO) method, in multiples of e: atom 1 (C): -0.65, atom 2 (C): -0.68, atom 3 (P): 1.22, atom 4 (N): -1.20, atom 5 (S): -0.56, atom 6 (S): -0.07, atom 7 (C): -0.72, atom 8 (H): 0.24, atom 9 (H): 0.23, atom 10 (H): 0.22, atom 11 (H): 0.22, atom 12 (H): 0.24, atom 13 (H): 0.41, atom 14 (H): 0.41, atom 15 (H): 0.24, atom 16 (H): 0.23, atom 17 (H): 0.23

=====

Model Q:
# C3H10NPS2

2 unconnected molecules or ions with the total composition C3H10NPS2 (ωB97M-V with the def2-TZVPD basis set, the OMol25 dataset).

Results
- molecular weight (u) = 155.23
- multiplicity = 1
- HOMO level (spin up / spin down) (eV) = -8.01 / -7.82

CARTESIAN COORDINATES (ANGSTROEM)
C  1.96799  -0.53171  -0.27966
C  -1.89973  2.38962  0.72650
C  1.11510  -1.24046  0.64189
N  -1.75981  -1.18966  -1.74732
P  -1.51678  -0.57716  -0.17615
S  -3.11383  -0.84561  0.91523
S  -1.23613  1.44513  -0.68723
H  1.40361  0.34270  -0.80812
H  3.02557  -0.24578  0.09893
H  2.14533  -1.09885  -1.24451
H  -1.35781  3.30295  0.74487
H  -1.62616  1.85018  1.64230
H  -2.97684  2.58464  0.59923
H  1.07161  -0.68405  1.51778
H  0.94559  -2.20325  0.41160
H  -2.49428  -1.86100  -1.79066
H  -0.89871  -1.52249  -2.15837

Partial atomic charges computed with the natural (NBO) method, in multiples of e: atom 1 (C): -0.72, atom 2 (C): -0.72, atom 3 (C): -0.30, atom 4 (N): -1.16, atom 5 (P): 0.96, atom 6 (S): -0.55, atom 7 (S): -0.09, atom 8 (H): 0.25, atom 9 (H): 0.24, atom 10 (H): 0.20, atom 11 (H): 0.22, atom 12 (H): 0.24, atom 13 (H): 0.23, atom 14 (H): 0.20, atom 15 (H): 0.19, atom 16 (H): 0.41, atom 17 (H): 0.39

=====

Most stable: model P (next structure +0.0835 hartree)

=====

Model P:
# CH3NO2

2 unconnected molecules or ions with the total composition CH3NO2 (ωB97M-V with the def2-TZVPD basis set, the OMol25 dataset).

Results
- molecular weight (u) = 61.04
- multiplicity = 1
- HOMO level (spin up / spin down) (eV) = -10.80 / -9.61

CARTESIAN COORDINATES (ANGSTROEM)
C  -0.18340  -0.23538  -1.27512
N  -0.55774  0.29399  1.13154
O  0.83101  0.60977  2.77476
O  0.59584  0.30146  1.54521
H  0.73330  0.06542  -1.85746
H  -0.32073  -1.25912  -0.87764
H  -1.09828  0.22386  -1.44130

Partial atomic charges computed with the natural (NBO) method, in multiples of e: atom 1 (C): -0.44, atom 2 (N): 0.14, atom 3 (O): -0.29, atom 4 (O): 0.04, atom 5 (H): 0.20, atom 6 (H): 0.18, atom 7 (H): 0.17

=====

Model Q:
# CH3NO2

2 unconnected molecules or ions with the total composition CH3NO2 (ωB97M-V with the def2-TZVPD basis set, the OMol25 dataset).

Results
- molecular weight (u) = 61.04
- multiplicity = 1
- HOMO level (spin up / spin down) (eV) = -8.09 / -8.09

CARTESIAN COORDINATES (ANGSTROEM)
C  1.36928  -0.02313  -0.02031
N  -1.42441  0.03053  0.00444
O  -1.79453  -1.12227  0.01069
O  -1.79957  1.13305  -0.05514
H  1.09391  -0.90777  0.52079
H  1.34970  0.05087  -1.15045
H  1.20562  0.83873  0.68998

Partial atomic charges computed with the natural (NBO) method, in multiples of e: atom 1 (C): -0.52, atom 2 (N): 0.51, atom 3 (O): -0.32, atom 4 (O): -0.28, atom 5 (H): 0.19, atom 6 (H): 0.22, atom 7 (H): 0.20

=====

Most stable: model Q (next structure +0.0873 hartree)